61
Properties=species:S:1:pos:R:3 method="wB97M-V/def2-TZVPD" e_homo_ev=-4.71 gap_ev=6.796 total_charge=-1 relative_energy_ev=0.1583 energy_ha=-3235.94483
Ca 0.042 0.235 0.520
O 0.246 1.054 2.616
C -0.459 1.070 3.677
C -0.017 1.823 4.808
C -0.732 1.889 5.975
C -1.949 1.210 6.120
C -2.403 0.471 5.052
C -1.704 0.372 3.838
C -2.327 -0.467 2.836
N -1.912 -0.752 1.664
C -2.730 -1.670 0.886
C -2.450 -1.508 -0.609
N -1.023 -1.601 -0.795
C -0.514 -2.653 -1.291
C 0.909 -2.943 -1.313
C 1.380 -3.832 -2.285
C 2.707 -4.198 -2.369
C 3.587 -3.697 -1.404
C 3.153 -2.858 -0.408
C 1.799 -2.413 -0.317
O 1.430 -1.628 0.620
H 0.921 2.353 4.695
H -0.347 2.479 6.801
H -2.513 1.264 7.042
H -3.343 -0.068 5.137
H -3.280 -0.905 3.174
H -3.799 -1.518 1.088
H -2.473 -2.699 1.166
H -2.780 -0.516 -0.937
H -3.003 -2.270 -1.180
H -1.171 -3.423 -1.729
H 0.666 -4.230 -3.002
H 3.053 -4.871 -3.142
H 4.633 -3.984 -1.437
H 3.834 -2.497 0.353
Cl -4.849 4.312 -4.215
C -3.592 3.477 -3.334
C -2.540 2.893 -4.041
C -1.540 2.243 -3.368
Cl -0.249 1.516 -4.278
C -1.502 2.126 -1.938
O -0.568 1.549 -1.318
C -2.619 2.721 -1.270
C -2.746 2.646 0.178
O -2.031 2.034 0.944
C -3.632 3.390 -1.966
H -2.512 2.954 -5.120
H -3.624 3.200 0.576
H -4.449 3.837 -1.412
N 7.063 -0.530 -2.714
C 6.063 -0.232 -2.232
C 4.814 0.140 -1.632
C 4.742 0.377 -0.261
C 3.511 0.709 0.274
N 2.412 0.834 -0.464
C 2.488 0.608 -1.771
C 3.669 0.249 -2.406
H 5.615 0.284 0.368
H 3.391 0.870 1.339
H 1.562 0.722 -2.323
H 3.690 0.054 -3.468

---

81
Properties=species:S:1:pos:R:3 method="wB97M-V/def2-TZVPD" e_homo_ev=-13.23 gap_ev=9.199 total_charge=+2 relative_energy_ev=2.2886 energy_ha=-4439.81831
Be 0.334 0.070 -0.263
C 0.642 0.502 -4.947
S 1.486 -0.645 -3.773
O 1.332 0.112 -2.452
C 0.184 -1.917 -3.799
H -0.420 0.387 -4.765
H 0.820 0.159 -5.967
H 0.961 1.522 -4.760
H 0.067 -2.332 -4.800
H -0.768 -1.521 -3.465
H 0.558 -2.598 -3.038
C -0.289 3.088 2.532
S -1.410 2.838 1.073
O -1.262 1.399 0.622
C -2.957 3.004 2.071
H -0.746 2.719 3.446
H -0.207 4.171 2.636
H 0.672 2.619 2.336
H -3.391 2.076 2.434
H -3.687 3.468 1.410
H -2.667 3.681 2.870
C -0.188 -2.387 3.863
S -0.152 -0.696 3.137
O -0.580 -0.884 1.688
C -1.608 -0.171 4.088
H -1.164 -2.860 3.926
H 0.361 -2.349 4.805
H 0.430 -3.040 3.245
H -1.567 -0.339 5.162
H -2.529 -0.581 3.672
H -1.688 0.906 3.934
C 3.696 -3.446 -0.340
S 2.414 -2.930 0.799
O 1.577 -2.033 -0.061
C 1.526 -4.513 1.021
H 4.405 -2.615 -0.369
H 3.261 -3.711 -1.298
H 4.383 -4.191 0.073
H 1.408 -5.078 0.095
H 0.565 -4.463 1.521
H 2.282 -5.089 1.565
C -3.284 0.375 -3.956
S -2.640 0.904 -2.326
O -1.171 0.674 -2.154
C -2.977 2.668 -2.527
H -4.371 0.443 -3.979
H -3.031 -0.649 -4.233
H -2.891 1.013 -4.750
H -2.873 3.081 -3.533
H -2.176 3.017 -1.871
H -4.000 2.929 -2.261
C -2.640 -3.775 -1.748
S -1.308 -3.222 -0.609
O -0.860 -1.820 -0.927
C -2.344 -3.214 0.869
H -3.056 -4.762 -1.567
H -2.161 -3.737 -2.726
H -3.435 -3.030 -1.697
H -3.005 -2.345 0.909
H -1.729 -3.008 1.748
H -2.835 -4.156 1.108
C 1.848 4.639 -0.287
S 2.099 3.237 -1.405
O 1.071 2.215 -0.968
C 1.347 4.040 -2.885
H 0.782 4.896 -0.290
H 2.481 5.432 -0.687
H 1.929 4.556 0.799
H 1.792 3.593 -3.780
H 1.369 5.118 -2.780
H 0.351 3.664 -3.141
C 3.548 -0.811 3.175
S 3.381 0.649 2.089
O 2.098 0.525 1.284
C 3.029 1.769 3.487
H 4.027 -0.550 4.123
H 4.157 -1.583 2.717
H 2.597 -1.178 3.560
H 3.822 1.729 4.229
H 2.091 1.584 4.015
H 2.882 2.756 3.045

---

18
Properties=species:S:1:pos:R:3 method="wB97M-V/def2-TZVPD" e_homo_ev="-14.02 / -8.67" gap_ev="10.304 / 4.863" total_charge=+1 relative_energy_ev=3.3637 energy_ha=-451.97731
H 0.874 5.579 1.599
O -0.947 0.875 -0.599
O 0.038 -1.017 -0.879
O -0.209 -0.252 1.200
C -1.576 1.826 0.185
C 0.751 -2.195 -0.396
C -0.908 2.852 0.730
C 1.228 -2.967 -1.595
C -0.364 -0.158 -0.024
H -2.655 1.680 0.256
H 1.579 -1.846 0.232
H 0.047 -2.768 0.218
H -1.481 3.610 1.267
H 0.158 3.000 0.535
H 1.755 -3.861 -1.240
H 0.385 -3.285 -2.221
H 1.924 -2.369 -2.197
Sr -0.601 1.297 2.930

---

86
Properties=species:S:1:pos:R:3 method="wB97M-V/def2-TZVPD" e_homo_ev=-4.68 gap_ev=6.886 total_charge=-1 relative_energy_ev=0.0000 energy_ha=-3365.78602
Pt -0.650 1.079 0.478
N 1.563 2.389 2.799
C 2.069 1.904 1.612
N 3.312 2.144 1.231
N 3.430 1.514 0.032
N 2.332 0.938 -0.282
N 1.431 1.148 0.715
C 0.220 2.436 3.118
N -0.274 2.935 4.237
N -1.600 2.704 4.153
N -1.884 2.101 3.054
N -0.735 1.917 2.359
H 2.182 2.958 3.349
O 5.900 4.346 0.025
C 5.149 5.105 0.953
N 3.731 4.983 0.734
C 2.943 5.973 0.255
O 3.296 7.138 0.144
C 1.553 5.542 -0.127
C 0.510 6.453 -0.050
C -0.756 6.050 -0.431
C -0.931 4.751 -0.888
N 0.057 3.867 -0.982
C 1.274 4.266 -0.616
H 5.578 3.436 0.050
H 5.419 6.148 0.821
H 5.380 4.791 1.974
H 3.363 4.048 0.835
H 0.710 7.455 0.307
H -1.598 6.727 -0.379
H -1.915 4.402 -1.191
H 2.065 3.530 -0.741
C -4.420 0.082 1.003
Sb -3.110 1.558 0.250
C -4.051 3.332 0.953
C -3.883 1.737 -1.742
H -5.448 0.412 0.847
H -4.234 -0.080 2.065
H -4.236 -0.834 0.444
H -4.996 3.438 0.418
H -3.418 4.199 0.761
H -4.215 3.245 2.024
H -4.765 1.101 -1.836
H -3.149 1.428 -2.482
H -4.175 2.774 -1.921
C 2.729 -2.298 0.995
Si 2.131 -2.833 -0.705
C 2.635 -4.645 -0.923
C 2.909 -1.850 -2.094
Si -0.209 -2.684 -0.840
Te -1.028 -0.449 -1.631
Si -1.192 -3.373 1.166
C -0.298 -4.930 1.763
C -2.993 -3.878 0.932
C -1.049 -2.072 2.510
Si -0.943 -4.095 -2.557
C 0.109 -3.851 -4.101
C -2.731 -3.728 -3.019
C -0.840 -5.912 -2.055
H 3.820 -2.219 1.020
H 2.421 -3.024 1.754
H 2.318 -1.325 1.265
H 3.721 -4.748 -0.817
H 2.361 -5.019 -1.915
H 2.163 -5.293 -0.177
H 3.986 -2.045 -2.147
H 2.756 -0.780 -1.941
H 2.462 -2.129 -3.052
H -0.447 -5.766 1.073
H -0.676 -5.230 2.747
H 0.780 -4.764 1.858
H -3.076 -4.640 0.150
H -3.639 -3.043 0.652
H -3.379 -4.309 1.862
H -0.002 -1.953 2.808
H -1.625 -2.362 3.394
H -1.399 -1.094 2.172
H 0.080 -2.807 -4.428
H -0.262 -4.477 -4.919
H 1.156 -4.113 -3.921
H -2.855 -2.676 -3.290
H -3.411 -3.936 -2.188
H -3.035 -4.344 -3.872
H 0.160 -6.178 -1.700
H -1.080 -6.556 -2.909
H -1.551 -6.141 -1.253